(1)
ORCA calculation (ωB97M-V/def2-TZVPD) on C3H3N3 in the gas phase.

Structure (XYZ):
```
9
Properties=species:S:1:pos:R:3
N 2.53259 -0.50353 -0.65082
C 1.50525 -0.16207 -0.23546
C 0.17025 0.11996 0.31939
N -0.86043 -0.91641 -0.01091
C -0.28767 1.50272 0.10876
N -0.75797 2.55258 -0.01739
H -0.09029 -0.33922 1.29083
H -1.73239 -0.53971 -0.32470
H -0.47934 -1.71433 -0.47969
```

Summary:
- HOMO (eV) = -10.362
- 2S+1 = 1
- relative energy (zero: lowest compared OMol25 entry of this formula, charge and spin) (kcal/mol) = 52.07
- maximum force (eV/A) = 3.3

These are the Mulliken partial charges, in e, on atoms 1 to 2: N -0.36; C 0.20



(2)
ORCA calculation (ωB97M-V/def2-TZVPD) on a molecular structure, C3H8N4.

Structure (XYZ):
```
15
Properties=species:S:1:pos:R:3
C -0.89656 0.43628 0.11776
N -1.46935 -0.17594 1.18600
C 0.55578 -1.46048 -1.41606
N 0.65178 -1.37629 -0.17325
N -1.29969 0.98211 -0.92425
H -2.46374 -0.35932 1.13510
H -0.91753 -0.92468 1.58403
H -2.26865 0.82877 -1.19938
H 0.51626 -2.44289 -1.91284
H 0.46984 -0.58845 -2.09072
C 1.42669 1.42124 0.87319
N 2.23134 0.52388 0.71389
H 1.68761 -0.36608 0.33500
H 0.25813 1.05879 0.54191
H 1.51809 2.44306 1.22961
```

Summary:
- HOMO (spin up / spin down) (eV) = -8.158 / -7.689
- 2S+1 = 1
- relative energy (zero: lowest compared OMol25 entry of this formula, charge and spin) (kcal/mol) = 144.45
- maximum force (eV/A) = 0.4

These are the Mulliken partial charges, in e, on atoms 1 to 2: C 0.02; N -0.40



(3)
ORCA calculation (ωB97M-V/def2-TZVPD) on 2 unconnected molecules or ions with the total composition C24H23N2O2.

Structure (XYZ):
```
51
Properties=species:S:1:pos:R:3
C 1.67945 1.08468 -5.78742
O 0.68561 1.73256 -5.03212
C 0.85946 1.66325 -3.65476
C -0.17462 2.17303 -2.85147
C -0.13820 2.06389 -1.48977
C 0.93874 1.41290 -0.84406
C 0.87696 1.18806 0.55082
C 1.66233 0.31513 1.33860
C 1.59209 0.44297 2.74487
C 2.42049 -0.29592 3.54114
C 3.35083 -1.20576 2.99084
O 4.15407 -1.79321 3.96028
C 3.77815 -1.25191 5.23128
C 2.55132 -0.34647 5.02442
C 3.35469 -1.41321 1.60717
C 2.50995 -0.69326 0.80701
C 2.03246 1.01652 -1.64732
C 1.98258 1.11802 -3.00850
H 1.43879 1.19752 -6.84519
H 2.65009 1.53922 -5.59363
H 1.70198 0.02333 -5.54020
H -1.02388 2.61009 -3.34373
H -0.95797 2.43131 -0.89473
H 0.12786 1.75259 1.07975
H 0.88652 1.12641 3.17908
H 3.58819 -2.08215 5.92208
H 4.64145 -0.69138 5.60871
H 2.67426 0.65860 5.44707
H 1.64659 -0.78978 5.45632
H 4.02200 -2.14316 1.18512
H 2.42233 -0.96333 -0.23064
H 2.93691 0.66965 -1.17621
H 2.81707 0.75912 -3.58266
N -4.66725 0.42547 -2.90024
C -4.31478 -0.07704 -1.64472
C -2.99766 -0.39811 -1.37266
C -2.65683 -0.90207 -0.10710
C -3.65307 -1.06974 0.87220
N -3.04030 -1.57247 2.01124
C -1.69612 -1.71749 1.75521
C -1.42946 -1.31461 0.47460
C -4.98544 -0.74196 0.59516
C -5.29953 -0.25533 -0.64077
H -5.62817 0.38279 -3.20507
H -4.05581 0.26810 -3.68792
H -2.23937 -0.26293 -2.11807
H -3.53755 -1.80123 2.87444
H -0.97340 -2.09126 2.46242
H -0.46615 -1.30831 -0.00531
H -5.73083 -0.87391 1.35770
H -6.31683 0.00077 -0.87325
```

Summary:
- total charge = +1
- HOMO (eV) = -9.532
- 2S+1 = 1
- relative energy (zero: lowest compared OMol25 entry of this formula, charge and spin) (kcal/mol) = 14.52
- maximum force (eV/A) = 3.1

These are the Mulliken partial charges, in e, on atoms 1 to 2: C -0.83; O -0.42